1.
The following is a DFT calculation (ωB97M-V/def2-TZVPD) of a molecular structure, C24H25BIrN9O3 in a non-equilibrium geometry.

LUMO = -7.63 eV
total charge = +2
ΔE to the lowest compared entry with this formula, charge and spin = 243.1 kJ/mol

```
63
Properties=species:S:1:pos:R:3:mulliken_charge:R:1
Ir 0.06 0.36 0.02 1.2926
C -2.46 1.64 -3.16 -1.2787
C -1.19 1.49 -2.61 -0.2608
N -1.28 1.03 -1.37 -0.2524
N -2.59 0.89 -1.08 0.3928
C -3.32 1.24 -2.15 -0.1764
B -3.05 0.56 0.35 -0.0351
N -2.51 -0.84 0.69 0.6372
C -3.10 -1.98 1.03 -0.3842
C -2.13 -2.94 1.25 -1.1071
C -0.93 -2.29 1.01 -0.5492
N -1.17 -1.02 0.69 -0.1522
N -2.30 1.51 1.31 0.2965
C -2.74 2.35 2.25 -0.1078
C -1.65 3.02 2.78 -1.1564
C -0.55 2.52 2.09 -0.0863
N -0.97 1.60 1.21 -0.4917
H -2.72 1.99 -4.14 0.4694
H -0.24 1.75 -3.05 0.7586
H -4.40 1.22 -2.12 0.5213
H -4.23 0.65 0.45 -0.0379
H -4.18 -2.04 1.12 0.5285
H -2.27 -3.97 1.53 0.5576
H 0.09 -2.65 1.09 0.5505
H -3.79 2.43 2.49 0.5291
H -1.65 3.77 3.55 0.4846
H 0.49 2.78 2.17 0.4846
O 1.78 -0.02 8.02 -0.4568
C 0.76 0.01 7.15 0.5784
O -0.37 0.11 7.53 -0.5082
C 1.07 -0.07 5.67 0.8294
C -0.01 -0.23 4.82 -1.2437
C 0.16 -0.24 3.45 0.5171
C 1.42 -0.08 2.89 1.0397
C 2.52 0.03 3.74 -1.7100
C 2.34 0.04 5.12 -1.3209
N 1.56 -0.02 1.45 0.5009
C 2.73 -0.06 0.92 0.2201
C 2.89 -0.01 -0.53 0.0621
C 4.11 -0.10 -1.14 -0.8663
C 4.18 -0.16 -2.53 -0.3475
C 3.00 -0.15 -3.26 -1.3493
C 1.79 -0.02 -2.58 0.0200
N 1.74 0.08 -1.25 0.0165
H 2.64 -0.14 7.61 0.2787
H -1.00 -0.34 5.26 0.5625
H -0.70 -0.38 2.82 0.5900
H 3.53 0.15 3.37 0.2743
H 3.23 0.14 5.73 0.2271
H 3.62 -0.19 1.53 0.4002
H 5.01 -0.12 -0.53 0.4943
H 5.13 -0.24 -3.03 0.4816
H 3.00 -0.24 -4.33 0.4505
H 0.85 -0.05 -3.10 0.7925
C -2.10 -2.43 -3.64 -1.1668
C -1.10 -2.64 -2.53 0.5998
N -0.89 -3.91 -2.15 -0.3455
O -0.53 -1.68 -1.99 -0.4096
H -2.31 -3.33 -4.20 0.4482
H -1.72 -1.66 -4.31 0.2711
H -3.03 -2.05 -3.21 0.2234
H -1.32 -4.68 -2.62 0.1916
H -0.20 -4.11 -1.44 0.2273
```

=====

2.
The following is a DFT calculation (ωB97M-V/def2-TZVPD) of 2 unconnected molecules or ions with the total composition CH6N2O2 in a non-equilibrium geometry.

LUMO = 0.54 eV
SMILES = NC(N)=O.O
total charge = 0
ΔE to the lowest compared entry with this formula, charge and spin = 73.7 kJ/mol

```
11
Properties=species:S:1:pos:R:3:mulliken_charge:R:1
N -0.28 -1.03 -0.20 -0.4218
C 0.33 -0.29 0.77 0.5920
N -0.55 0.37 1.64 -0.5108
O 1.52 -0.04 0.86 -0.5798
H -1.33 -1.05 -0.25 0.2184
H 0.14 -1.51 -0.98 0.2359
H -1.15 -0.29 2.09 0.2231
H -0.04 1.11 2.16 0.2527
O 0.50 1.19 -2.31 -0.6483
H -0.31 0.89 -1.89 0.3266
H 1.18 0.64 -1.89 0.3120
```

=====

3.
The following is a DFT calculation (ωB97M-V/def2-TZVPD) of 3 unconnected molecules or ions with the total composition C3H13NO3 in a non-equilibrium geometry.

LUMO = 0.83 eV
SMILES = NCCCO.O.O
total charge = 0
ΔE to the lowest compared entry with this formula, charge and spin = 109.5 kJ/mol

```
20
Properties=species:S:1:pos:R:3:mulliken_charge:R:1
N -1.07 -1.54 0.26 -0.5043
C -0.55 -0.76 1.43 -0.5496
C -0.14 0.67 0.99 -0.2949
C 1.07 1.22 1.69 -0.5868
O 1.20 2.62 1.55 -0.5108
H -0.39 -2.26 0.06 0.1954
H -1.82 -2.09 0.66 0.2647
H 0.33 -1.26 1.86 0.3513
H -1.32 -0.70 2.18 0.2796
H -0.16 0.66 -0.11 0.2579
H -0.99 1.30 1.24 0.1898
H 1.01 0.90 2.74 0.3350
H 1.99 0.72 1.36 0.2971
H 1.00 3.07 2.38 0.3043
O 2.41 0.11 -2.50 -0.6399
H 1.68 0.63 -2.84 0.3163
H 3.02 0.75 -2.09 0.3183
O -2.73 -1.95 -2.61 -0.6521
H -3.53 -2.42 -2.85 0.3139
H -2.86 -1.41 -1.82 0.3149
```

=====

4.
The following is a DFT calculation (ωB97M-V/def2-TZVPD) of a molecular structure, C10H11NNiO4S.

LUMO (spin up / spin down) = 5.24 / 5.24 eV
spin multiplicity = 3
total charge = -2

```
28
Properties=species:S:1:pos:R:3:mulliken_charge:R:1
Ni -0.15 -1.59 2.11 0.4469
O 1.73 1.08 -0.41 -0.7200
C 0.86 0.39 0.12 0.5662
O 1.03 -0.33 1.15 -0.6536
C -1.68 -0.12 -0.02 0.6405
O -2.68 0.14 -0.69 -0.7161
O -1.67 -0.82 1.04 -0.7035
C 2.44 -3.30 2.82 -0.7507
S 0.85 -3.76 2.03 -0.5250
C -0.35 -1.19 4.07 -0.8526
H 2.47 -3.60 3.87 0.2195
H 2.61 -2.22 2.78 0.1943
H 3.28 -3.78 2.31 0.2812
H -0.08 -0.17 4.35 0.2417
H 0.23 -1.89 4.67 0.1461
H -1.41 -1.33 4.33 0.1735
N -0.44 0.42 -0.49 0.2115
C -0.53 1.17 -1.71 -0.0565
C -0.85 0.53 -2.90 -0.0767
C -0.95 1.25 -4.09 -0.6326
C -0.72 2.62 -4.10 -0.3509
C -0.40 3.26 -2.91 -0.6551
C -0.31 2.53 -1.73 -0.0645
H -1.04 -0.54 -2.88 0.3419
H -1.21 0.73 -5.01 0.3126
H -0.79 3.18 -5.02 0.3469
H -0.21 4.33 -2.90 0.3069
H -0.04 3.02 -0.80 0.3284
```